[1]
Molecular formula: C2H6N2S2
Method: DFT, ωB97M-V with the def2-TZVPD basis set

```
12
Properties=species:S:1:pos:R:3:forces:R:3:nbo_charge:R:1
C -1.642 -0.838 -0.324 0.64 -0.40 2.55 -0.68
C -0.130 -0.453 -0.079 -1.00 -0.51 -1.12 0.40
H -2.327 -0.078 -0.721 0.79 -0.04 -0.46 0.23
H -1.544 -1.739 -0.870 -0.47 -0.72 -1.09 0.24
H -2.214 -1.172 0.629 1.38 0.60 -1.04 0.22
H -0.659 1.123 0.958 -1.17 0.52 0.81 0.38
H 1.935 2.030 0.281 0.35 0.54 -0.22 0.10
H 2.351 0.281 0.678 0.10 -0.72 -0.26 0.07
N 0.127 0.744 0.512 0.49 2.25 0.20 -0.77
N 0.856 -1.155 -0.471 -1.37 -0.96 -0.33 -0.62
S 0.816 2.069 -0.441 -0.37 -0.88 0.57 0.17
S 2.431 -0.811 -0.151 0.63 0.32 0.38 0.25
```
Forces are in eV/Å.

Calculated values
- total charge = 0
- E_LUMO (eV) = 0.44
- Kohn-Sham gap (eV) = 8.81
- energy relative to the best compared isomer or geometry (same formula, charge and spin) (kcal per mole) = 36.9
- E_HOMO (eV) = -8.37
- E_tot (hartree) = -985.6247


[2]
Molecular formula: C2H6N2S3
Method: DFT, ωB97M-V with the def2-TZVPD basis set

```
13
Properties=species:S:1:pos:R:3:forces:R:3:nbo_charge:R:1
C 0.735 -0.723 2.369 -0.81 -1.17 -0.46 0.21
C 0.749 1.405 -1.158 0.32 4.09 -0.63 -0.83
N 0.343 -1.389 1.455 0.96 0.87 1.72 -0.66
N -0.433 -0.864 -0.901 -2.00 -1.97 -1.82 -1.03
S 1.132 -0.034 3.743 0.21 0.26 -0.11 -0.10
S -1.878 -1.732 -1.549 1.28 0.22 -0.03 0.12
S -0.830 0.659 -0.906 1.13 0.95 1.86 0.95
H 0.818 1.920 -2.171 0.05 -1.19 1.01 0.24
H 1.641 0.845 -0.898 -0.34 -0.47 -0.05 0.27
H 0.689 2.309 -0.450 0.39 -1.15 -0.91 0.24
H -0.634 1.009 0.450 -0.95 -0.26 -0.60 0.06
H 0.107 -1.264 0.432 -0.14 -0.18 -0.44 0.42
H -2.439 -2.142 -0.415 -0.09 -0.01 0.47 0.10
```
Forces are in eV/Å.

Calculated values
- total charge = 0
- E_LUMO (eV) = 0.15
- Kohn-Sham gap (eV) = 9.06
- energy relative to the best compared isomer or geometry (same formula, charge and spin) (kcal per mole) = 56.2
- E_HOMO (eV) = -8.91
- E_tot (hartree) = -1383.7642